Below is a cluster of 3 separate species, C28H61Cl2O14P3S2 in total in a non-equilibrium geometry, with properties calculated with ωB97M-V/def2-TZVPD.

Structure (XYZ):
```
110
Properties=species:S:1:pos:R:3:mulliken_charge:R:1
C 2.38434 -0.72674 5.11980 -0.89
C 2.16561 -1.33819 3.60411 0.02
C 0.56070 -1.80450 3.53100 0.10
O 0.09727 -2.17323 2.20671 -0.37
C -0.02622 -1.09997 1.24106 0.10
S -0.08500 0.64656 1.85682 0.02
C 1.33175 -1.21068 0.26755 -0.59
O 1.47435 0.13749 -0.31519 -0.43
S 0.37402 0.11390 -1.63547 1.44
O 1.12362 -0.55169 -2.80873 -0.60
O 0.18374 1.62160 -2.03447 -0.75
C -1.28673 -0.73043 -1.20330 0.56
C -1.47015 -1.85537 -2.43060 -0.87
C -1.83635 -1.12279 -3.89030 -0.56
C -1.18276 -2.06965 -5.10434 -0.53
C -0.42419 -1.14794 -6.26555 -0.44
C 0.98048 -1.85558 -6.81751 -0.60
C 1.76401 -0.77872 -7.82811 -0.57
C 2.38054 0.47846 -6.95933 -0.25
C 3.88684 0.94450 -7.41118 -0.45
C 4.83563 1.44317 -6.13284 -0.52
C 5.65708 2.83128 -6.42974 -0.66
C 4.85872 4.19753 -5.90218 -0.26
O 4.70036 5.14243 -7.04265 -0.35
C 4.57356 6.49582 -6.47250 -0.60
P -2.59998 0.60445 -1.47653 0.59
O -4.09084 0.07301 -1.68783 -0.74
C -1.28050 -1.52957 0.21208 -1.03
C -2.68909 -1.74510 0.99351 -0.34
Cl -4.00826 -2.68013 0.02482 -0.17
C -3.36010 -0.45580 1.72797 0.46
C -5.01088 -0.37668 1.62400 -1.06
Cl -3.00261 -0.60121 3.58006 -0.23
H 3.32193 -1.17901 5.68093 0.27
H 2.44359 0.45765 5.01320 0.22
H 1.41515 -0.95672 5.75452 0.22
H 2.81580 -2.31541 3.42811 0.27
H 2.42668 -0.54342 2.75558 0.08
H -0.14639 -1.07442 4.14291 0.30
H 0.54711 -2.81217 4.17612 -0.14
H 1.17579 1.15773 2.20895 0.19
H 2.27270 -1.60634 0.83543 0.39
H 1.12989 -1.99249 -0.61194 0.26
H -0.50742 -2.55539 -2.52964 0.36
H -2.36092 -2.59259 -2.24749 0.30
H -1.28948 -0.08167 -3.99476 0.27
H -2.98870 -1.08436 -4.09507 0.38
H -0.33404 -2.79450 -4.68922 0.26
H -1.99709 -2.78772 -5.58343 0.36
H -0.09916 -0.10937 -5.82169 0.15
H -1.11375 -0.92249 -7.19339 0.27
H 0.64533 -2.83754 -7.39412 0.31
H 1.70244 -2.17583 -5.94826 0.27
H 0.92683 -0.31601 -8.53751 0.22
H 2.57175 -1.31105 -8.50659 0.34
H 2.42079 0.10525 -5.82926 -0.03
H 1.64799 1.39426 -7.06553 0.25
H 4.47533 0.11283 -7.99128 0.29
H 3.75626 1.90551 -8.09218 0.21
H 4.22242 1.60677 -5.14526 0.22
H 5.65637 0.59232 -5.99850 0.29
H 6.68023 2.82725 -5.82936 0.31
H 5.96762 2.92820 -7.57533 0.30
H 3.82460 3.81536 -5.47044 0.18
H 5.48472 4.78583 -5.07606 0.31
H 5.66335 6.89314 -6.24019 0.23
H 3.93460 6.39790 -5.47772 0.29
H 3.99359 7.17565 -7.24009 0.22
H -2.31319 1.35203 -2.71138 0.13
H -2.63556 1.65262 -0.44619 0.13
H -0.95336 -2.64276 -0.09455 0.26
H -2.45063 -2.51315 1.88048 0.57
H -2.93827 0.59053 1.42483 -0.04
H -5.41759 -0.25678 0.53389 0.27
H -5.31755 0.62384 2.19790 0.24
H -5.54821 -1.24618 2.21309 0.35
C -4.94117 5.88432 0.25831 -0.71
O -4.24915 5.51385 1.43469 -0.25
P -4.97659 4.49102 2.44340 0.83
O -4.98589 3.06346 1.99034 -0.41
O -6.43715 5.13693 2.66850 -0.37
C -6.54026 6.49902 3.00851 -0.74
O -4.23466 4.76080 3.84760 -0.35
C -3.10857 3.97007 4.16605 -0.59
H -4.25946 5.84209 -0.59424 0.28
H -5.79977 5.23417 0.06566 0.35
H -5.29209 6.91420 0.37315 0.25
H -7.04846 7.02083 2.19326 0.27
H -5.56478 6.96341 3.17490 0.36
H -7.13922 6.59407 3.91757 0.26
H -2.39756 4.58320 4.72663 0.27
H -2.61317 3.58763 3.26935 0.27
H -3.42564 3.13434 4.79603 0.24
C 1.19231 -5.43798 10.05884 -0.66
O 1.64333 -6.17830 8.94146 -0.32
P 2.44429 -5.38730 7.79011 0.95
O 3.85825 -5.03634 8.13772 -0.69
O 1.49894 -4.12468 7.45370 -0.20
C 0.13085 -4.33954 7.20135 -0.55
O 2.26952 -6.33246 6.49738 -0.26
C 3.26144 -7.30652 6.24826 -0.69
H 1.41514 -5.98915 10.97532 0.27
H 1.65793 -4.44929 10.11074 0.34
H 0.10776 -5.31793 9.97942 0.24
H -0.44664 -3.85199 7.99128 0.28
H -0.12774 -5.40131 7.17510 0.41
H -0.12901 -3.88628 6.24156 0.06
H 2.78414 -8.18876 5.81289 0.26
H 3.77997 -7.60279 7.16429 0.33
H 3.98263 -6.90630 5.53023 0.25
```

Its LUMO energy is -0.04 eV. For the HOMO-LUMO gap, the calculation gives 9.53 eV. As for the structure (SMILES): CCCO[C@@]1(S)COS(=O)(=O)[C@](CCCCCCCCCCCOC)([PH2]=O)[C@@H]1[C@H](Cl)[C@@H](C)Cl.COP(=O)(OC)OC.COP(=O)(OC)OC. The calculation puts the energy at -133262.9862 eV.

---

Below is a cluster of 4 separate species, C28H61N3O3 in total in a non-equilibrium geometry, with properties calculated with ωB97M-V/def2-TZVPD.

Structure (XYZ):
```
95
Properties=species:S:1:pos:R:3:mulliken_charge:R:1
C 3.29590 1.18917 2.11843 -1.17
C 3.57149 -0.23759 2.48558 -0.71
C 3.80203 -1.14892 1.22463 -0.09
C 4.93324 -0.61730 0.32836 -0.87
N 5.01265 -1.33707 -1.07500 0.26
C 3.59125 -1.38400 -1.85078 -0.55
C 3.96282 -1.72442 -3.31661 -0.89
C 5.31156 -1.17967 -3.61230 -0.53
C 5.82803 -0.60172 -2.22694 -0.72
C 5.54876 -2.78268 -0.96704 -0.96
H 2.79521 1.69606 2.94334 0.41
H 2.59919 1.28354 1.28549 0.25
H 4.22613 1.70130 1.87248 0.38
H 2.73651 -0.67315 3.03439 0.40
H 4.48549 -0.18564 3.07719 0.36
H 2.85919 -1.19205 0.67939 0.14
H 4.06389 -2.14229 1.58896 0.27
H 5.89839 -0.65085 0.83379 0.37
H 4.84478 0.45244 0.13876 0.41
H 2.97621 -2.20961 -1.49274 0.29
H 3.01956 -0.47962 -1.64251 0.51
H 3.90205 -2.79570 -3.50834 0.43
H 3.23794 -1.39699 -4.06189 0.43
H 5.96680 -2.01440 -3.86126 0.28
H 5.36751 -0.46883 -4.43672 0.32
H 6.89669 -0.76403 -2.08647 0.48
H 5.76696 0.48173 -2.12441 0.40
H 4.88235 -3.19654 -0.21026 0.32
H 6.58387 -2.72038 -0.63123 0.36
H 5.51306 -3.39635 -1.86717 0.40
C -4.20432 -0.08586 1.75853 -1.08
C -4.01672 -1.53467 1.97143 -0.94
C -2.71752 -2.11974 1.39459 0.15
C -2.66699 -3.64512 1.44477 -1.01
N -1.26756 -4.19145 0.86493 0.39
C -0.93536 -3.68536 -0.55709 -0.08
C -0.25731 -4.90832 -1.31881 -0.64
C -0.16537 -6.02859 -0.32235 -0.59
C -1.32214 -5.71502 0.65427 -0.71
C -0.20629 -3.87576 1.89422 -1.00
H -4.37817 0.12289 0.70293 0.12
H -3.39598 0.57487 2.07180 0.32
H -5.06977 0.33564 2.26983 0.50
H -4.88758 -2.11594 1.66842 0.43
H -3.89126 -1.69712 3.04193 0.34
H -1.95737 -1.64576 2.01558 0.16
H -2.61730 -1.83773 0.34649 0.35
H -3.43604 -4.05615 0.79078 0.37
H -2.72352 -4.10289 2.43237 0.38
H -0.23947 -2.84676 -0.53280 -0.12
H -1.88822 -3.47704 -1.04367 0.44
H 0.73484 -4.70378 -1.72118 0.21
H -0.81378 -5.21557 -2.20427 0.40
H 0.79339 -5.87414 0.17265 0.31
H -0.29745 -6.92668 -0.92576 0.34
H -1.31953 -6.34439 1.54420 0.45
H -2.26615 -6.03902 0.21613 0.41
H 0.74722 -4.11422 1.42298 0.35
H -0.32204 -4.22720 2.91950 0.28
H -0.21168 -2.78739 1.83502 0.35
C 0.81575 5.62545 1.38974 -1.41
C 0.51912 4.44367 0.49074 -0.10
C -0.79844 4.54714 -0.38060 -0.61
C -2.05890 4.07985 0.50248 -0.49
N -3.43772 4.27200 -0.26487 0.30
C -4.68633 3.54482 0.36557 -0.42
C -5.31582 2.73353 -0.77208 -0.20
C -4.81392 3.36096 -2.06715 -0.68
C -3.32477 3.60200 -1.68041 -0.69
C -3.76877 5.81781 -0.28123 -1.06
H 0.12887 5.90530 2.18847 0.34
H 1.21458 6.48708 0.85436 0.35
H 1.70574 5.26190 1.90339 0.40
H 0.44784 3.49679 1.02594 0.02
H 1.37660 4.41656 -0.18163 0.38
H -0.85037 3.89747 -1.25429 0.48
H -1.01506 5.52707 -0.80595 0.48
H -2.24239 4.67157 1.39930 0.30
H -2.07462 2.99939 0.64550 0.13
H -5.37953 4.33062 0.66573 0.31
H -4.30974 2.92384 1.17839 0.29
H -6.40072 2.80903 -0.69851 0.41
H -4.87355 1.74142 -0.68150 0.03
H -5.25807 4.34747 -2.19987 0.24
H -5.06820 2.72897 -2.91805 0.43
H -2.82221 4.31564 -2.33329 0.39
H -2.74591 2.67841 -1.68066 0.29
H -2.98163 6.40456 -0.75477 0.30
H -3.90756 6.10850 0.76009 0.43
H -4.68526 5.88980 -0.86684 0.43
O 0.28926 1.04854 0.40193 -0.24
C -0.25759 0.20915 -0.43315 0.61
O 0.37472 -0.57377 -1.12931 -0.72
O -1.47837 0.32372 -0.51633 -0.64
H -0.59714 1.28733 0.68276 0.03
```

Its LUMO energy is -3.81 eV. For the HOMO-LUMO gap, the calculation gives 8.44 eV. Its charge is +2. The calculation puts the energy at -40622.3436 eV.